This record from the Open Molecules 2025 dataset describes C48H52FIN8O4Se3TeZr as an isolated structure at a distorted geometry. The level of theory is the ωB97M-V functional and the def2-TZVPD basis.

electronic energy = -286168.655 eV
LUMO = 2.64 eV
ΔE to the lowest compared entry with this formula, charge and spin = 0.0 kJ/mol
net charge = -2
frontier orbital gap = 3.491 eV

Geometry (Å):
Zr1 -0.58 -0.23 0.78
C1 -5.94 0.54 4.71
C2 -5.24 -0.65 4.03
C3 -4.51 -0.25 2.79
C4 -4.97 -0.24 1.51
C5 -6.35 -0.58 1.03
C6 -6.42 -2.01 0.51
C7 -3.85 0.08 0.67
N1 -2.70 0.25 1.43
C8 -3.11 0.13 2.73
C9 -2.33 0.38 3.85
C10 -0.97 0.68 3.84
C11 -0.13 0.73 5.01
C12 -0.60 0.46 6.41
C13 -1.19 1.69 7.08
C14 1.14 0.97 4.57
C15 1.06 1.10 3.14
C16 2.10 1.53 2.33
C17 2.03 1.75 0.96
N2 0.91 1.44 0.18
C18 1.22 1.88 -1.04
C19 0.46 1.81 -2.31
C20 -0.92 1.23 -2.26
N3 -1.55 0.78 -1.15
C21 -2.86 0.55 -1.56
C22 -3.92 0.23 -0.70
C23 -3.00 0.82 -2.95
C24 -1.76 1.26 -3.38
C25 -1.37 1.75 -4.74
C26 -1.72 3.23 -4.92
C27 -4.21 0.64 -3.81
C28 -4.15 -0.70 -4.54
C29 2.51 2.44 -1.12
C30 3.04 2.36 0.16
C31 4.39 2.81 0.61
C32 5.44 1.76 0.25
C33 3.01 2.91 -2.44
C34 2.71 1.85 -3.53
N4 -0.23 0.89 2.71
C35 2.42 0.97 5.35
C36 3.24 -0.28 5.01
H1 -6.42 0.22 5.63
H2 -6.70 0.96 4.05
H3 -5.21 1.32 4.93
H4 -5.99 -1.40 3.77
H5 -4.54 -1.10 4.73
H6 -6.65 0.12 0.24
H7 -7.06 -0.46 1.85
H8 -5.84 -2.12 -0.41
H9 -7.45 -2.29 0.29
H10 -6.02 -2.70 1.24
H11 -2.80 0.26 4.82
H12 0.23 0.08 7.01
H13 -1.36 -0.33 6.38
H14 -0.45 2.48 7.17
H15 -1.56 1.45 8.07
H16 -2.02 2.08 6.49
H17 3.04 1.74 2.81
H18 0.35 2.83 -2.71
H19 -4.89 0.11 -1.16
H20 -1.88 1.16 -5.50
H21 -0.29 1.62 -4.87
H22 -2.80 3.37 -4.88
H23 -1.36 3.60 -5.88
H24 -1.27 3.82 -4.13
H25 -4.25 1.46 -4.54
H26 -5.13 0.69 -3.22
H27 -3.20 -0.80 -5.06
H28 -4.96 -0.77 -5.27
H29 -4.24 -1.53 -3.84
H30 4.40 2.96 1.69
H31 4.64 3.76 0.13
H32 5.18 0.80 0.69
H33 6.43 2.06 0.59
H34 5.47 1.63 -0.83
H35 4.09 3.11 -2.42
H36 2.49 3.83 -2.73
H37 3.55 1.13 -3.54
H38 3.44 2.96 -5.08
H39 2.34 1.84 -5.54
H40 2.20 0.98 6.42
H41 3.00 1.87 5.12
H42 2.67 -1.17 5.26
H43 4.18 -0.29 5.56
H44 3.45 -0.32 3.94
Se1 -2.24 -2.10 -0.50
Se2 -3.57 -3.36 -1.78
Te1 -0.43 -5.47 -1.37
Se3 -0.33 -3.23 -0.40
I1 -0.70 -2.42 2.82
N5 2.56 2.52 -4.82
C37 1.46 1.08 -3.18
C38 1.36 -0.28 -3.41
C39 2.02 -1.02 -4.44
C40 1.66 -2.32 -4.68
C41 0.66 -2.93 -3.92
N6 0.19 -2.31 -2.84
C42 0.53 -1.09 -2.57
H45 2.78 -0.54 -5.03
H46 2.12 -2.89 -5.48
H47 0.27 -3.91 -4.10
H48 0.26 -0.69 -1.59
F1 4.96 -1.45 -3.51
C43 5.03 -2.23 -2.41
C44 4.00 -2.28 -1.54
N7 4.04 -3.04 -0.42
C45 2.94 -3.02 0.51
C46 2.53 -1.54 0.83
O1 3.38 -0.81 1.29
O2 1.32 -1.24 0.56
C47 5.13 -3.83 -0.13
O3 5.23 -4.52 0.86
N8 6.15 -3.78 -1.07
C48 6.24 -3.01 -2.22
O4 7.23 -3.05 -2.92
H49 3.10 -1.70 -1.71
H50 3.26 -3.50 1.43
H51 2.09 -3.59 0.09
H52 6.94 -4.38 -0.87